Entry 1:
Here is a structure of composition C26H29N3PPdS from the OMol25 dataset. Energies are from the ωB97M-V functional and the def2-TZVPD basis.

Last column: natural (NBO) charge in e.
Geometry (Å):
Pd 1.038 -0.052 -0.212  0.34
S -2.143 0.332 0.674  0.01
P -1.138 -0.739 -0.831  1.17
N 2.715 -0.027 1.141  -0.50
N 2.592 -1.738 -0.967  -0.48
N 0.864 2.022 1.078  -0.48
C 4.959 -0.622 1.628  -0.22
C 5.019 0.371 2.589  -0.14
C 4.410 -3.009 -0.074  -0.23
C -4.089 1.464 -0.985  -0.25
C 3.893 1.137 2.840  -0.22
C 3.175 -3.841 -1.928  -0.24
C 1.322 -2.456 -2.905  -0.64
C -0.064 2.984 1.088  0.26
C -5.407 1.736 -1.322  -0.14
C -0.835 -2.398 0.063  -0.90
C -6.162 0.481 0.581  -0.18
C -3.813 0.670 0.120  -0.18
C -0.633 0.487 -2.312  -0.88
C -6.444 1.248 -0.540  -0.21
C 1.554 1.786 2.211  0.17
C 3.773 -0.812 0.928  0.19
C 2.401 -2.687 -1.891  0.24
C -0.427 3.640 2.263  -0.24
C -0.665 3.411 -0.216  -0.65
C 3.595 -1.884 -0.081  0.18
C 4.186 -4.009 -1.001  -0.14
C -4.848 0.184 0.910  -0.22
C 0.197 3.308 3.447  -0.14
C -2.519 -1.404 -1.858  -0.97
C 2.749 0.916 2.082  0.20
C 1.232 2.387 3.417  -0.24
H 3.913 1.926 3.577  0.23
H -6.967 0.103 1.197  0.23
H -0.247 2.820 -1.023  0.23
H 2.982 -4.594 -2.680  0.23
H 0.076 -2.341 0.656  0.25
H -1.693 -2.587 0.702  0.26
H 5.936 0.563 3.128  0.24
H -0.088 3.783 4.377  0.23
H -1.384 1.271 -2.357  0.24
H 1.547 -1.562 -3.487  0.24
H -4.618 -0.416 1.781  0.23
H -7.469 1.476 -0.802  0.23
H -0.740 -3.184 -0.687  0.24
H -0.433 4.462 -0.397  0.24
H -3.030 -0.613 -2.400  0.25
H -3.289 1.887 -1.578  0.21
H 4.787 -4.908 -0.997  0.23
H -3.231 -1.930 -1.221  0.25
H 0.360 0.917 -2.166  0.23
H -2.106 -2.113 -2.580  0.24
H -1.189 4.407 2.228  0.23
H 1.227 -3.306 -3.577  0.23
H 5.832 -1.219 1.406  0.23
H 1.778 2.137 4.316  0.23
H 0.373 -2.295 -2.398  0.20
H -1.750 3.311 -0.195  0.23
H -5.617 2.339 -2.196  0.22
H 5.197 -3.108 0.659  0.23
H -0.644 -0.111 -3.221  0.23

As for the charge: +1. The calculation puts the HOMO energy (spin up / spin down) at -9.644 / -9.647 eV. For the max |F|, the calculation gives 2.6 eV/A.



Entry 2:
Here is a structure of composition C26H29N7RhS2 from the OMol25 dataset. Energies are from the ωB97M-V functional and the def2-TZVPD basis.

Last column: natural (NBO) charge in e.
Geometry (Å):
Rh 0.719 -0.117 -0.299  0.56
S 0.927 0.383 1.973  -0.16
S 2.971 0.362 -0.976  -0.16
N -0.428 -1.229 3.620  -0.78
N 4.568 -0.193 1.165  -0.50
N -1.385 -0.953 1.562  -0.43
N 0.234 -1.075 -2.243  -0.40
N -1.171 -0.202 0.416  -0.19
N -0.230 1.746 -1.042  -0.46
N 3.749 1.787 1.247  -0.33
C -2.047 0.673 0.067  0.22
C 4.540 1.626 2.368  -0.06
C -5.086 2.099 1.758  -0.21
C -5.483 -0.227 1.292  -0.19
C 0.301 2.655 -1.855  0.05
C 1.226 -2.015 0.141  -0.08
C -1.854 3.485 -2.446  -0.15
C -3.390 0.780 0.674  -0.05
C 0.941 -4.301 -0.645  -0.21
C -4.220 -0.336 0.736  -0.19
C -0.815 -0.456 -3.068  -0.41
C -0.265 -2.399 -1.780  -0.26
C 2.067 -2.504 1.138  -0.29
C -1.566 1.688 -0.903  0.16
C -0.408 -0.697 2.386  0.32
C -3.828 1.999 1.185  -0.20
C -0.475 3.552 -2.572  -0.23
C 2.993 2.981 0.898  -0.41
C 2.336 -3.866 1.247  -0.21
C 0.663 -2.944 -0.741  -0.03
C 5.056 0.379 2.318  -0.05
C -5.916 0.988 1.805  -0.19
C 1.781 -4.769 0.354  -0.22
C 1.415 -1.287 -3.101  -0.43
C 3.762 0.661 0.519  0.30
C -2.410 2.542 -1.595  -0.21
H -1.241 -1.733 3.929  0.41
H -6.129 -1.094 1.332  0.23
H 1.997 -5.826 0.435  0.22
H -1.048 -1.106 -3.917  0.20
H 0.334 -1.071 4.252  0.41
H 4.663 2.408 3.095  0.24
H 5.717 -0.137 2.989  0.25
H 2.980 -4.221 2.043  0.21
H 1.125 -1.844 -3.997  0.20
H 2.169 -1.847 -2.556  0.24
H -2.491 4.159 -3.003  0.24
H -1.721 -0.323 -2.482  0.21
H -0.002 4.278 -3.218  0.24
H 2.494 -1.828 1.866  0.21
H -0.478 0.507 -3.450  0.21
H -0.381 -3.070 -2.638  0.20
H -3.867 -1.287 0.358  0.23
H -6.901 1.068 2.245  0.23
H -1.254 -2.231 -1.347  0.21
H 1.942 2.720 0.772  0.24
H -3.178 2.866 1.153  0.22
H 3.095 3.698 1.707  0.23
H 0.499 -4.993 -1.353  0.21
H -5.418 3.044 2.167  0.23
H 3.382 3.406 -0.025  0.23
H 4.711 -1.138 0.843  0.45
H 1.382 2.646 -1.931  0.23
H -3.480 2.460 -1.470  0.25
H 1.826 -0.324 -3.401  0.21

As for the charge: +1. The calculation puts the HOMO energy at -10.629 eV. For the max |F|, the calculation gives 0.3 eV/A. The value obtained for the relative energy (zero: lowest compared OMol25 entry of this formula, charge and spin) is 0.0 kJ/mol.



Entry 3:
Here is an isolated molecule of C26H29NO2 from the OMol25 dataset. Energies are from the ωB97M-V functional and the def2-TZVPD basis.

Last column: natural (NBO) charge in e.
Geometry (Å):
O 1.004 2.950 2.133  -0.49
O -3.788 -4.881 3.519  -0.66
N -0.718 5.861 0.495  -0.44
C -0.521 4.662 1.277  -0.24
C 3.533 -1.057 -1.939  -0.22
C -1.675 -4.791 2.369  -0.29
C 1.003 -1.268 -3.038  -0.21
C -2.914 -4.251 2.686  0.30
C -3.284 -3.022 2.147  -0.28
C -0.500 -4.052 -3.042  -0.60
C 1.995 -0.574 -3.708  -0.21
C 3.263 -0.470 -3.163  -0.22
C -0.462 5.699 -0.919  -0.41
C 0.037 -0.784 0.561  -0.02
C 0.244 -2.636 -1.060  0.02
C 0.683 0.654 2.386  -0.25
C -0.010 0.333 -0.263  -0.18
C 0.374 -0.596 1.901  -0.20
C 2.542 -1.750 -1.269  -0.14
C 1.266 -1.869 -1.811  -0.07
C -0.276 -2.142 0.074  -0.04
C -0.065 -4.018 -1.578  -0.43
C 0.652 1.771 1.547  0.31
C -1.187 -2.897 0.959  -0.11
C -2.424 -2.354 1.301  -0.11
C 0.292 1.596 0.216  -0.31
C -0.822 -4.119 1.513  -0.19
C -0.061 7.032 1.032  -0.41
C 0.932 4.149 1.394  -0.09
H -0.848 6.573 -1.443  0.20
H 0.403 -1.448 2.565  0.22
H -0.753 -5.071 -3.324  0.21
H -0.303 0.225 -1.296  0.22
H -4.246 -2.610 2.408  0.22
H -1.376 -5.740 2.797  0.20
H 0.296 -3.705 -3.696  0.21
H -0.991 4.819 -1.282  0.20
H 1.775 -0.109 -4.658  0.21
H 0.835 -4.634 -1.471  0.21
H 0.241 2.430 -0.467  0.21
H -0.895 4.852 2.287  0.20
H -2.712 -1.398 0.890  0.21
H 2.751 -2.205 -0.311  0.21
H -1.379 -3.429 -3.192  0.20
H -0.282 7.111 2.095  0.20
H 0.011 -1.321 -3.460  0.21
H 4.519 -0.974 -1.504  0.21
H 0.607 5.600 -1.166  0.16
H 1.030 7.024 0.896  0.16
H 4.036 0.072 -3.689  0.21
H 1.534 4.861 1.965  0.19
H -0.460 7.914 0.529  0.20
H 1.386 4.024 0.404  0.17
H -3.406 -5.712 3.825  0.48
H -1.139 3.872 0.841  0.20
H -0.853 -4.462 -0.968  0.22
H 0.147 -4.539 1.287  0.22
H 0.956 0.800 3.419  0.22

The calculation puts the HOMO energy at -7.610 eV. For the max |F|, the calculation gives 0.6 eV/A. The value obtained for the relative energy (zero: lowest compared OMol25 entry of this formula, charge and spin) is 7.7 kJ/mol. As for the structure (SMILES): CC/C(=C(\c1ccc(O)cc1)c1ccc(OCCN(C)C)cc1)c1ccccc1.



Entry 4:
Here is a structure of composition C26H30BBrCl2N8O5W from the OMol25 dataset. Energies are from the ωB97M-V functional and the def2-TZVPD basis.

Last column: Mulliken spin population.
Geometry (Å):
W 0.544 0.813 0.798  1.10
Br 3.195 -0.060 -1.658  0.02
Cl -1.737 -2.434 0.851  0.00
Cl 3.624 -1.870 1.366  0.00
O -2.659 -0.783 -2.495  0.00
O 0.100 -0.942 -2.592  0.00
O 0.355 2.790 1.260  -0.02
O 0.173 1.207 -1.216  -0.08
O 1.418 4.433 2.381  0.11
N -0.245 2.625 -2.888  0.02
N 0.813 -0.941 0.788  -0.10
N 0.908 0.751 2.895  0.03
N -1.577 0.939 1.115  0.04
N -2.938 -3.013 -2.731  0.00
N -0.018 0.993 3.844  -0.02
N -2.122 1.166 2.327  -0.01
N 2.467 1.627 0.447  0.22
C -0.071 -4.426 1.560  0.00
C 1.959 0.945 4.850  0.00
C 5.041 2.684 0.867  0.31
C -3.707 1.527 0.818  0.00
C -2.179 -1.895 -2.678  0.00
C 0.949 -2.251 1.135  0.03
C -0.107 3.775 -1.994  0.00
C 4.802 1.669 -0.111  -0.04
C 2.302 -4.167 1.795  0.00
C -0.173 -3.095 1.203  -0.02
C 0.593 1.110 5.023  0.00
C -3.395 1.521 2.170  0.00
C 2.676 2.782 1.225  0.32
C -0.375 2.907 -4.308  0.00
C -0.670 -2.078 -2.880  0.00
C 2.108 0.724 3.490  0.00
C 1.171 -4.964 1.856  0.00
C 3.539 1.208 -0.280  0.11
C 2.189 -2.835 1.440  -0.01
C -4.365 -2.917 -2.478  0.00
C -2.527 1.157 0.195  -0.03
C -0.066 0.215 -3.366  0.00
C 3.951 3.262 1.478  -0.13
C -0.059 1.398 -2.418  0.01
C 1.449 3.432 1.694  0.04
C -2.420 -4.363 -2.832  0.00
B -1.545 0.712 3.707  0.01
H -1.726 -0.480 3.820  0.00
H 1.256 -6.004 2.139  0.00
H 0.774 0.334 -4.065  0.00
H 5.595 1.287 -0.735  0.00
H -0.308 -2.828 -2.178  0.00
H -0.969 -5.027 1.614  0.00
H 3.280 -4.567 2.024  0.00
H -4.612 -3.390 -1.524  0.00
H 2.730 0.999 5.596  0.00
H -0.999 0.215 -3.925  0.00
H 0.010 1.283 5.911  0.00
H -4.916 -3.422 -3.272  0.00
H 0.900 4.191 -2.065  0.00
H -1.011 3.780 -4.432  0.00
H -4.650 -1.871 -2.441  0.00
H -2.943 -4.899 -3.626  0.00
H 4.038 4.108 2.147  0.00
H -1.360 -4.374 -3.061  0.00
H 2.998 0.580 2.902  0.00
H -4.649 1.767 0.358  0.00
H -2.318 1.017 -0.851  0.01
H -0.482 -2.448 -3.897  0.00
H -4.003 1.725 3.035  0.00
H 6.046 3.030 1.059  0.03
H -0.839 2.077 -4.833  0.00
H -0.830 4.533 -2.291  0.00
H -2.574 -4.901 -1.893  0.00
H -0.291 3.480 -0.965  0.00
H -2.111 1.351 4.554  0.00
H 0.598 3.118 -4.758  0.00

The calculation puts the HOMO energy (spin up / spin down) at -5.189 / -8.220 eV. As for the expectation value of S²: 2.0285. For the max |F|, the calculation gives 0.4 eV/A. The value obtained for the relative energy (zero: lowest compared OMol25 entry of this formula, charge and spin) is 10.4 kJ/mol. The spin multiplicity is 3.



Entry 5:
Here is a cluster of 2 separate species, C26H30Br2NO9P in total from the OMol25 dataset. Energies are from the ωB97M-V functional and the def2-TZVPD basis.

Last column: natural (NBO) charge in e.
Geometry (Å):
Br -0.616 4.856 1.432  0.12
Br 5.509 1.460 1.727  -0.26
P 3.255 1.780 1.476  1.21
O 0.347 2.614 -7.899  -0.53
O 2.966 3.304 2.218  -0.99
O 0.759 -0.934 -3.989  -0.52
O -4.229 3.977 1.179  -0.71
O -1.703 0.855 -7.574  -0.64
O -5.062 2.275 2.452  -0.55
O 2.441 -0.004 -1.594  -0.51
O 2.772 0.886 -4.259  -0.63
O 1.910 4.019 -1.037  -0.46
N 2.826 1.867 -0.258  -0.86
C 1.160 -2.405 -0.081  -0.43
C -4.029 2.936 2.132  0.78
C 0.638 -0.116 -4.883  0.47
C -0.209 -0.254 0.907  0.17
C -2.664 2.582 2.863  -0.55
C 1.999 0.667 -0.657  0.71
C 0.731 0.756 0.248  -0.19
C 2.769 -1.654 1.976  -0.44
C -0.546 2.893 1.255  -0.06
C -0.622 0.814 -6.747  0.30
C -3.285 -1.563 1.543  -0.21
C -1.550 1.900 1.956  -0.01
C -4.751 -1.954 2.148  -0.62
C 2.636 -2.334 0.533  -0.43
C 1.704 0.905 -5.101  0.31
C 1.614 1.805 -6.084  -0.37
C 3.825 -3.543 3.437  -0.62
C 0.456 1.817 -6.982  0.47
C -1.386 0.344 1.772  0.03
C -3.481 -1.033 0.045  -0.64
C -2.450 -0.584 2.509  -0.47
C 1.799 2.960 -0.404  0.68
C 0.587 2.305 0.403  -0.15
C 2.480 -2.665 3.215  -0.41
C -0.018 -1.801 0.787  -0.50
C -0.532 -0.087 -5.767  -0.37
H -2.854 1.910 3.780  0.26
H 3.424 3.339 3.091  0.52
H -4.789 4.633 1.670  0.50
H 2.605 0.147 -3.638  0.52
H -2.718 -2.570 1.506  0.20
H 2.380 2.549 -6.254  0.25
H 0.086 -2.233 1.858  0.23
H 3.416 -1.830 -0.147  0.23
H -1.528 1.589 -8.194  0.50
H -4.872 -1.536 3.201  0.21
H 0.923 -3.532 -0.209  0.22
H 3.027 -3.417 0.658  0.21
H -2.260 3.567 3.314  0.26
H 1.551 -3.308 3.058  0.20
H 2.386 -1.990 4.145  0.20
H 1.060 -1.987 -1.152  0.25
H 4.086 -4.095 2.464  0.21
H 4.671 -2.771 3.596  0.21
H -4.009 -0.016 -0.008  0.22
H -3.233 0.003 3.120  0.24
H -1.886 -1.262 3.253  0.23
H -4.123 -1.812 -0.517  0.22
H 2.180 -0.692 2.125  0.22
H -2.483 -0.925 -0.531  0.21
H 3.882 -1.357 2.093  0.22
H 3.739 -4.232 4.341  0.22
H -1.003 -2.263 0.394  0.25
H -1.306 -0.822 -5.588  0.24
H -5.584 -1.634 1.441  0.22
H -4.819 -3.102 2.232  0.21

The calculation puts the HOMO energy at -8.979 eV. For the max |F|, the calculation gives 5.0 eV/A. As for the structure (SMILES): CCCCCCc1c(CC(C)C)c(CC(=O)O)c(Br)c2c1C(=O)N(P(O)Br)C2=O.O=C1C=C(O)C(=O)C=C1O.



Entry 6:
Here is a cluster of 6 separate species, C26H30Cl4O14 in total from the OMol25 dataset. Energies are from the ωB97M-V functional and the def2-TZVPD basis.

Last column: Löwdin charge in e.
Geometry (Å):
Cl 0.635 2.845 -3.246  0.59
Cl 1.628 -1.348 -0.317  0.60
Cl -1.918 0.853 -3.825  0.62
Cl -1.037 -3.164 -0.618  0.56
O -1.296 -3.724 5.746  0.10
O 1.635 2.040 2.242  -0.22
O 0.371 -5.598 -6.199  0.10
O -2.676 5.536 -1.356  0.10
O 0.045 -0.592 2.561  0.11
O 0.969 -3.082 7.218  0.12
O -0.330 -4.871 -3.594  0.11
O -3.199 0.209 -0.318  0.10
O -5.205 1.610 -1.469  0.13
O -0.373 2.257 4.039  -0.18
O 4.061 -3.751 -2.551  0.11
O -0.722 4.166 0.049  0.09
O 2.187 0.206 4.100  0.08
O 4.820 -4.880 -4.944  0.12
C -0.446 -2.778 5.316  -0.24
C 1.305 -5.142 -5.344  -0.23
C 1.537 -1.344 5.744  0.07
C 0.988 3.295 2.388  -0.17
C 2.332 1.900 1.031  -0.10
C -3.917 3.591 -1.503  0.08
C -1.096 1.806 -5.075  -0.64
C 3.643 -4.775 -4.691  -0.32
C -0.489 3.106 -4.570  -0.67
C 0.064 -0.735 -0.923  -0.66
C -2.790 4.216 -1.112  -0.23
C 3.136 -4.201 -3.396  -0.23
C -3.020 1.501 -0.582  -0.26
C -0.699 -1.781 -1.716  -0.64
C -1.934 2.149 -0.127  0.08
C -0.752 2.213 5.394  -0.11
C 1.352 -0.746 4.559  -0.23
C -4.162 2.184 -1.249  -0.35
C 1.824 -4.170 -3.125  0.06
C 0.686 -2.447 6.234  -0.33
C 0.802 -4.742 -4.005  -0.33
C 0.222 -1.129 3.626  -0.32
C -0.591 -2.223 4.108  0.07
C -1.715 3.579 -0.325  -0.33
C 2.597 -5.143 -5.662  0.08
C 0.382 3.419 3.757  -0.20
H -0.476 -5.743 -5.753  0.12
H -1.670 -1.416 -2.034  0.03
H -0.300 1.213 -5.521  0.07
H 1.693 2.117 0.169  0.08
H -1.223 1.626 0.501  0.13
H 3.251 2.475 0.881  0.09
H 1.175 3.471 4.519  0.13
H 4.949 -3.979 -2.863  0.12
H -1.249 -3.826 6.706  0.12
H 0.039 3.598 -5.388  0.08
H 0.229 3.334 1.597  0.09
H -0.509 -0.393 -0.066  0.03
H 0.079 1.986 6.070  0.09
H 2.613 0.851 0.994  0.05
H -1.526 1.457 5.506  0.09
H -1.167 3.160 5.758  0.09
H 1.720 4.099 2.248  0.14
H 1.471 -3.914 -2.133  0.10
H -1.220 3.847 -4.247  0.07
H -4.013 -0.136 -0.713  0.13
H 2.366 -1.008 6.353  0.13
H -0.111 -2.093 -2.576  0.06
H -1.893 5.847 -0.867  0.12
H -1.788 2.019 -5.889  0.08
H 2.989 -5.481 -6.611  0.14
H -1.450 -2.649 3.600  0.14
H 1.704 0.652 3.349  0.08
H 0.262 0.097 -1.603  0.05
H -4.655 4.100 -2.110  0.14
H -0.145 4.376 3.851  0.13

The calculation puts the HOMO energy at -9.040 eV. For the max |F|, the calculation gives 2.3 eV/A. As for the structure (SMILES): O=C1C=C(O)C(=O)C=C1O.O=C1C=C(O)C(=O)C=C1O.O=C1C=C(O)C(=O)C=C1O.COCCOC.ClCCCl.ClCCCl.



Question: The lowest max |F| belongs to which entry?
Answer: C26H29N7RhS2